(1)
ORCA calculation (wB97M-V/def2-TZVPD) on a cluster of 4 separate species, C6H17NO in total at a distorted geometry.

Last column: natural (NBO) charge in e.
Geometry (Å):
C (-2.28, -0.69, -0.78)  -0.627
H (-0.79, -0.27, -1.92)  0.202
H (0.81, 1.28, 2.67)  0.299
N (1.91, 1.19, 2.15)  -0.942
H (1.76, 0.50, 1.45)  0.341
H (-2.45, -1.11, 0.24)  0.205
H (-0.61, -2.74, -2.13)  0.216
C (-0.25, -2.33, -1.18)  -0.624
H (2.75, 2.34, -0.66)  0.240
C (1.09, 0.67, -0.87)  -0.182
C (2.22, 1.40, -0.55)  -0.476
C (-0.80, -0.93, -1.05)  -0.159
H (-0.46, -2.94, -0.31)  0.218
C (0.15, 0.01, 0.08)  -0.496
H (-0.17, 0.32, 2.18)  0.269
H (2.73, 0.87, 0.30)  0.187
H (-3.04, -1.21, -1.37)  0.211
H (1.72, 2.05, 1.59)  0.375
H (-0.61, 0.82, -0.22)  0.376
O (-1.76, 1.25, 1.14)  -0.938
H (1.15, -0.01, -1.75)  0.256
H (-1.92, 1.63, 2.02)  0.440
H (0.83, -2.11, -1.28)  0.201
H (0.59, -0.29, 1.04)  0.179
H (-2.57, 0.35, -0.79)  0.231

Values from the calculation:
Spin multiplicity: 1
Orbital gap in eV: 5.716
E_tot in eV: -10022.0486
Energy above the lowest of the compared OMol25 structures with the same formula, charge and spin in eV: 13.534
LUMO level in Eh: -0.0832

---

(2)
ORCA calculation (wB97M-V/def2-TZVPD) on a cluster of 22 separate species, C66H154N22O22 in total at a distorted geometry.

Last column: Mulliken charge in e.
Geometry (Å):
N (1.87, -5.42, -7.02)  0.193
C (1.54, -6.58, -2.51)  -1.202
H (-7.23, -1.33, 2.21)  0.417
H (-4.06, 6.48, 4.01)  0.362
H (3.68, 1.11, -2.19)  0.439
C (5.28, -1.73, 2.53)  -1.544
H (1.18, -7.25, 2.56)  0.345
C (0.01, -0.97, 0.78)  -0.875
H (6.77, -1.21, -0.99)  0.317
H (4.05, -1.05, -5.94)  0.109
C (-4.57, -5.06, 0.70)  0.032
C (3.76, 6.01, -2.25)  -1.184
C (-5.89, 3.31, -1.14)  -0.042
H (-3.10, 3.11, 8.63)  0.319
H (-3.84, 4.68, 0.41)  -0.432
C (-3.22, 0.18, -7.67)  -0.965
H (0.65, -4.43, 6.72)  0.372
C (-1.84, 7.56, -0.01)  0.024
C (-5.16, -4.33, 5.62)  0.126
H (2.07, 1.76, 6.81)  0.477
H (1.06, 3.36, -6.58)  0.438
H (0.94, -0.08, -4.53)  0.167
O (-4.88, 1.69, 6.77)  -0.649
O (-4.23, -3.34, -5.90)  -0.681
H (-0.93, 1.34, 1.33)  0.481
C (-5.73, 5.48, 2.19)  -0.980
H (6.71, 0.59, -3.45)  0.464
N (-4.29, 5.23, 2.36)  0.544
N (3.09, 4.76, -2.43)  0.563
C (1.16, -4.89, -5.85)  -0.467
N (-0.97, -7.01, 2.40)  0.311
C (-3.62, 2.86, -1.98)  -1.222
H (-0.95, 2.91, 6.61)  0.573
H (3.41, 8.17, 4.27)  0.329
O (-2.63, 7.46, -0.93)  -0.588
H (-7.04, -7.24, 0.95)  0.386
H (-6.06, -5.67, -1.83)  0.320
H (3.18, -0.49, 3.86)  -0.272
H (0.91, -5.73, -5.20)  0.209
H (6.19, -0.10, 0.13)  0.031
C (-3.44, -2.93, 4.76)  -0.441
H (-2.77, 0.05, -8.65)  0.345
H (0.22, -6.91, 3.97)  0.310
N (-0.69, 6.76, -0.04)  0.317
C (-0.47, 5.73, -0.96)  -0.621
O (4.33, 5.76, 3.40)  -0.638
H (0.97, -2.72, 6.86)  0.410
C (1.82, -4.51, -8.19)  -1.069
H (0.57, -3.72, -3.16)  -0.106
C (-4.00, -1.61, 0.97)  -0.983
H (4.84, 5.91, -2.42)  0.369
H (2.85, 5.01, -7.44)  0.341
H (-0.16, -1.99, 0.45)  0.080
O (-1.66, -6.28, 0.37)  -0.559
H (4.46, 2.09, 1.31)  0.026
H (-2.71, 2.92, -7.80)  0.346
H (-3.17, -1.94, 1.60)  0.077
H (3.62, 7.59, 5.86)  0.341
C (-5.15, -1.72, -3.79)  -1.160
N (-2.96, 2.93, 6.46)  0.276
H (-3.02, -6.47, 2.60)  -0.080
C (3.07, 4.13, -8.04)  -1.002
C (2.92, 0.57, 3.79)  0.283
H (2.72, -5.85, 7.33)  0.326
H (0.59, 1.84, 0.71)  0.094
N (-5.52, -5.83, 0.18)  0.263
H (5.49, 5.42, 0.56)  0.235
H (-2.52, -3.33, 5.19)  0.451
N (-4.75, 3.77, -1.72)  0.407
H (-3.43, -2.74, -1.97)  0.294
H (4.11, 4.58, -4.15)  0.361
H (-5.45, -2.40, 7.44)  0.321
O (0.04, -1.10, -1.94)  -0.936
C (0.23, -7.48, 3.04)  -1.037
H (-2.78, 3.91, 1.49)  0.134
H (1.85, -4.24, -5.32)  0.009
H (-0.42, -0.92, 1.78)  0.218
H (-4.22, -2.34, 0.19)  0.187
O (3.91, 0.63, -0.20)  -0.749
H (0.20, -6.98, 0.62)  0.158
H (-5.35, -0.83, -3.20)  0.304
C (-6.77, -6.19, 0.83)  -1.156
H (-6.94, -5.87, 1.86)  0.288
H (-2.06, 8.17, 0.88)  0.370
H (-1.06, 5.71, -1.87)  0.243
C (-0.79, -6.82, 1.07)  0.128
O (8.36, 3.30, 1.20)  -0.689
N (2.86, 2.93, -7.26)  0.340
C (7.23, 2.97, 1.71)  0.102
H (3.36, 6.75, -2.94)  0.455
H (-3.08, -1.01, -2.22)  -0.004
H (-3.37, -0.83, -7.28)  0.328
H (-5.90, 5.93, 1.22)  0.285
H (3.61, -2.79, -5.80)  0.405
O (-1.19, 1.26, -5.01)  -0.524
H (5.92, -1.09, 3.14)  0.317
H (1.67, -4.08, -1.77)  0.458
H (-7.58, -5.85, 0.18)  0.439
H (3.53, 6.53, -1.32)  0.268
H (0.96, 2.40, -8.14)  0.313
H (2.03, -6.61, -1.54)  0.264
H (1.09, 6.39, 1.12)  0.220
N (5.88, -2.91, 2.21)  0.281
H (-4.44, -6.48, -1.47)  0.273
H (-5.57, -1.58, -4.79)  0.305
H (-3.69, -4.91, 0.06)  0.524
H (-5.85, 0.33, 3.00)  0.355
H (-1.41, 1.90, -8.26)  0.368
H (-6.19, 6.12, 2.94)  0.334
N (6.05, 3.48, 1.24)  0.293
C (5.82, 0.01, -3.21)  -0.846
C (1.31, -3.63, 6.38)  -1.057
C (3.19, 4.15, -3.73)  -0.999
C (-3.83, 1.89, 6.20)  0.317
H (0.06, 7.60, 1.84)  0.421
H (7.26, -2.62, 3.67)  0.328
N (-5.10, -1.13, 1.85)  0.885
H (5.49, -3.23, 0.25)  0.248
H (1.28, -3.67, 5.29)  0.285
H (0.44, -0.34, 4.51)  0.177
H (0.24, 6.19, 4.87)  0.359
H (2.64, -1.64, -6.73)  0.254
N (2.71, -3.79, 6.87)  0.163
H (-4.44, 3.35, 1.36)  0.251
H (2.17, 0.72, 3.01)  0.128
H (2.92, -1.69, 7.30)  0.382
C (0.05, 6.71, 1.21)  -1.148
H (-0.34, 6.00, 1.93)  0.370
H (2.47, 4.67, -0.52)  0.572
C (2.86, 7.72, 5.09)  -1.024
N (-3.83, -2.29, -3.89)  0.466
C (2.90, -1.81, -3.40)  -0.757
H (-3.59, 5.31, -2.78)  0.223
H (2.30, -6.10, -3.13)  0.366
H (0.26, -1.78, -4.62)  -0.103
O (-5.82, -4.77, 6.56)  -0.684
C (4.31, 0.68, -1.39)  -0.233
H (-2.66, -0.17, -5.32)  -0.182
H (4.11, 4.16, -8.38)  0.372
H (0.59, 5.84, -1.18)  0.402
C (-1.86, 2.37, -7.39)  -1.000
C (-3.24, 3.71, 7.73)  -1.112
O (3.04, 2.81, 5.40)  -0.503
H (4.12, -3.67, 1.20)  0.331
H (-3.29, -1.86, 4.64)  0.021
H (1.56, -1.09, 5.68)  0.045
H (2.26, -1.47, -2.57)  0.753
H (4.79, 2.64, 2.90)  0.444
C (1.22, 5.80, 5.13)  -0.862
H (5.59, -4.69, 1.08)  0.356
H (0.19, -8.56, 3.16)  0.324
C (2.35, 4.14, -1.47)  -0.326
C (1.04, -1.09, -4.93)  -0.983
C (3.37, -4.99, 7.11)  0.155
H (-3.49, 1.29, 5.34)  0.194
C (-3.08, -1.99, -2.68)  -0.021
O (7.63, -4.21, 2.42)  -0.607
H (2.50, 4.20, -8.97)  0.287
H (1.52, 5.76, 6.18)  0.409
C (1.49, 2.57, -7.20)  -0.946
C (3.89, 2.40, -6.57)  -0.087
H (7.44, 0.40, -1.21)  0.414
H (1.06, -0.86, 1.07)  0.143
H (5.41, 4.08, -0.57)  0.216
N (0.40, -5.66, -2.51)  0.908
H (-6.45, -2.76, 1.54)  0.122
H (-0.86, -7.10, -3.25)  0.344
H (-0.48, 0.82, -2.03)  0.711
C (6.01, 4.52, 0.23)  -0.835
H (2.63, -4.80, -8.87)  0.335
H (-4.24, -1.30, 6.69)  0.154
C (-3.47, -3.03, -4.98)  -0.158
O (-3.85, 0.44, 2.91)  -0.459
C (0.70, -4.28, -2.23)  -0.812
H (-3.11, 3.21, -2.88)  0.340
H (1.33, -7.62, -2.75)  0.445
H (-1.30, 2.97, -6.67)  0.234
H (-4.13, 0.70, -7.96)  0.334
N (-0.40, 0.04, -0.17)  1.212
H (-5.65, -2.54, -3.26)  0.347
H (-4.42, 5.84, -1.39)  0.345
C (-0.82, -6.03, -2.97)  -0.392
H (-0.96, 2.13, -0.21)  -0.487
C (-5.46, -6.28, -1.16)  -1.024
C (-2.06, 0.68, -5.68)  0.567
H (-2.02, -2.21, -2.68)  -0.350
C (5.21, -3.67, 1.21)  -0.993
H (-6.58, -1.45, 0.49)  0.376
O (1.65, 3.13, -1.70)  -0.592
H (-1.39, 4.14, 5.44)  0.248
H (-6.02, -7.22, -1.11)  0.358
C (2.41, 1.88, 5.76)  -0.171
H (-2.49, 4.50, 7.76)  0.386
C (2.61, -6.49, -7.16)  0.128
O (-4.80, -4.68, 1.82)  -0.590
O (3.35, -6.83, -8.05)  -0.600
H (0.00, -4.09, -1.42)  0.057
H (4.81, -1.22, 1.69)  0.362
C (-2.24, -7.03, 3.11)  -0.525
O (-6.15, 2.06, -1.00)  -0.597
H (3.03, 3.07, -3.71)  0.015
C (-1.69, 3.18, 5.86)  -1.157
H (-4.97, -4.85, 4.67)  0.407
H (6.15, -1.03, -3.28)  0.387
O (-1.75, -5.21, -3.13)  -0.526
O (3.85, -2.48, -3.09)  -0.719
N (-4.54, -3.20, 5.78)  0.155
C (-6.44, -1.67, 1.55)  -0.973
H (-2.16, -6.38, 3.98)  0.273
C (7.05, -3.21, 2.77)  0.166
N (-2.38, 1.06, -6.93)  0.154
H (4.39, -2.67, 7.33)  0.383
N (2.41, -1.57, -4.64)  1.651
H (2.44, 4.63, -4.36)  0.422
C (-0.31, -0.09, -1.43)  0.100
H (2.64, 4.74, 3.48)  0.308
C (3.46, -2.50, 6.80)  -0.994
C (3.22, 5.64, 3.73)  0.193
H (-3.89, 1.82, -2.18)  0.267
N (2.42, 6.45, 4.46)  0.234
H (3.78, -2.30, 5.78)  0.274
C (-4.51, -2.33, 6.91)  -0.822
C (4.82, 2.96, 1.86)  -0.144
H (-2.81, 2.78, -1.25)  0.487
H (0.44, 0.22, 6.16)  0.393
H (4.14, 3.82, 1.82)  -0.227
N (5.52, 0.27, -1.76)  0.485
O (4.61, -4.95, 7.24)  -0.592
H (-1.43, 2.60, 4.97)  0.245
H (-2.40, -3.26, -5.02)  0.627
C (3.24, -1.77, -5.83)  -1.209
C (-4.51, 5.14, -2.22)  -1.031
H (0.88, -0.90, -5.99)  0.457
H (-3.65, -2.74, 7.45)  0.372
C (6.55, -0.14, -0.90)  -0.923
C (-3.60, 5.73, 3.35)  -0.100
H (2.04, 8.40, 5.34)  0.338
C (-0.38, 1.44, 0.40)  -0.428
H (-3.60, -0.70, 0.52)  0.391
H (3.78, 1.18, 3.51)  -0.264
H (1.00, -4.91, -8.78)  0.414
H (-3.50, -3.51, 3.84)  -0.122
H (-6.40, 4.64, 2.43)  0.318
C (1.08, -0.16, 5.37)  -0.889
H (-0.66, 4.78, -0.46)  0.086
H (-5.45, 5.43, -2.69)  0.458
O (-2.42, 5.43, 3.58)  -0.517
C (-3.81, 4.24, 1.40)  -0.182
H (4.85, 2.87, -6.82)  0.312
H (-2.41, -8.07, 3.38)  0.333
O (3.75, 1.50, -5.72)  -0.528
H (-6.56, 4.09, -0.75)  0.361
N (2.12, 0.80, 4.99)  0.607
H (7.11, 2.18, 2.47)  0.350
H (1.18, 1.76, -6.53)  0.148
C (-4.88, -0.06, 2.65)  -0.432
H (4.45, -2.02, 3.16)  0.626
H (-4.22, 4.16, 7.65)  0.312
H (7.04, 4.80, -0.01)  0.422
H (1.26, 4.77, 4.78)  0.041
H (0.22, -4.40, -6.10)  0.297
H (5.14, 0.20, -4.04)  -0.059
H (2.43, -7.08, -6.24)  0.255
H (1.73, -3.45, -7.95)  0.267

Values from the calculation:
Spin multiplicity: 1
Orbital gap in eV: 8.585
E_tot in eV: -148757.9829
Energy above the lowest of the compared OMol25 structures with the same formula, charge and spin in eV: 19.212
LUMO level in Eh: -0.0038

---

(3)
ORCA calculation (wB97M-V/def2-TZVPD) on a structure of composition C21H18N5O2PdS at a distorted geometry.

Last column: natural (NBO) charge in e.
Geometry (Å):
H (1.44, -0.43, -4.58)  0.219
C (-2.56, 0.85, -2.43)  -0.296
N (-0.84, -2.10, -3.21)  -0.566
H (0.28, 2.58, -4.36)  0.212
O (3.10, 0.18, 6.30)  -0.348
C (2.58, 1.89, 2.51)  -0.108
H (-3.84, 1.51, -4.02)  0.227
H (-2.94, -2.83, 4.33)  0.246
H (-2.02, 2.62, -5.26)  0.227
H (0.78, 1.39, -2.28)  0.213
C (0.54, 0.61, 2.40)  0.238
H (0.73, 2.53, -0.25)  0.221
C (1.04, -0.58, 4.89)  -0.107
C (1.96, 0.29, 4.36)  0.047
C (-0.32, -1.75, -4.52)  -0.230
H (-0.42, -2.59, -5.20)  0.220
N (0.23, 1.19, 1.22)  -0.495
C (-1.27, 0.83, -1.92)  -0.090
H (-3.38, 0.37, -1.89)  0.224
C (-2.37, -1.51, 2.72)  0.104
C (-1.08, -1.84, 4.71)  -0.095
N (3.15, 0.50, 5.14)  0.525
C (1.16, -1.42, -4.22)  -0.228
C (0.04, -1.87, -2.25)  0.356
C (1.73, 0.94, 3.10)  -0.097
H (-0.86, -0.89, -4.94)  0.220
H (2.03, -1.29, -2.23)  0.434
C (-1.81, 2.12, -4.33)  -0.242
H (1.24, -1.02, 5.85)  0.263
H (1.84, -2.16, -4.65)  0.215
N (1.20, -1.46, -2.77)  -0.571
C (1.05, 2.08, 0.68)  0.075
H (-3.25, -1.71, 2.12)  0.219
C (-0.14, -0.92, 4.21)  -0.095
H (2.87, 3.20, 0.83)  0.241
C (-0.24, 1.43, -2.64)  -0.328
N (-1.50, -0.65, 2.22)  -0.475
H (3.50, 2.16, 3.01)  0.266
Pd (-1.13, -0.02, 0.01)  0.722
S (-0.22, -2.18, -0.60)  -0.222
C (-2.20, -2.14, 3.97)  -0.242
H (-1.81, -2.31, -3.05)  0.436
O (4.14, 0.96, 4.59)  -0.366
C (-0.52, 2.09, -3.83)  -0.148
C (2.24, 2.46, 1.30)  -0.237
C (-0.40, -0.34, 2.94)  0.173
H (-0.90, -2.30, 5.67)  0.238
C (-2.83, 1.50, -3.63)  -0.196

Values from the calculation:
Spin multiplicity: 1
Orbital gap in eV: 7.215
E_tot in eV: -47921.9419
Energy above the lowest of the compared OMol25 structures with the same formula, charge and spin in eV: 0.000
Charge: +1
LUMO level in Eh: -0.1430

---

(4)
ORCA calculation (wB97M-V/def2-TZVPD) on an isolated molecule of C6H9N.

Last column: natural (NBO) charge in e.
Geometry (Å):
C (-1.08, -1.63, -0.63)  0.022
H (-1.00, 1.62, 0.63)  0.199
C (-1.26, -0.31, -0.19)  -0.170
C (3.13, 0.17, 0.08)  -0.727
H (3.72, 0.43, -0.81)  0.235
N (0.89, 0.73, 0.32)  -0.555
C (-0.53, 0.71, 0.27)  -0.119
H (3.29, 0.96, 0.84)  0.168
C (-2.80, -0.32, -0.05)  -0.615
C (1.69, -0.09, -0.32)  0.111
H (-1.34, -1.71, -1.70)  0.140
H (-3.08, -0.60, 0.97)  0.235
H (1.25, 1.42, 0.99)  0.364
H (-3.33, -1.01, -0.73)  0.234
H (3.57, -0.76, 0.47)  0.238
H (-3.13, 0.69, -0.29)  0.239

Values from the calculation:
Spin multiplicity: 1
Orbital gap in eV: 7.800
E_tot in eV: -7851.7140
Energy above the lowest of the compared OMol25 structures with the same formula, charge and spin in eV: 6.446
LUMO level in Eh: -0.0032